Computed, not measured: one molecule with the formula C5H6O2, with ωB97M-V with the def2-TZVPD basis set.

```
13
C5H6O2, DFT ωB97M-V with the def2-TZVPD basis set
C -0.067 -0.726 0.272
C -0.640 -0.674 -0.944
C 0.137 -0.332 1.570
C -0.649 -0.204 -2.339
C 1.051 0.833 1.657
O -0.355 -0.741 2.592
O -1.388 -1.458 -0.281
H -0.753 0.882 -2.183
H -1.507 -0.582 -2.857
H 0.388 -0.288 -2.901
H 1.212 1.006 2.725
H 0.566 1.675 1.368
H 2.006 0.609 1.321
```

Its energy above the lowest of the compared OMol25 structures with the same formula, charge and spin is 428.3 kJ/mol. The total energy comes out at -344.43880 hartree. For the HOMO-LUMO gap, the calculation gives 8.82 eV. The multiplicity is 1. The SMILES is CC(=O)C1=C(C)O1. The value obtained for the largest force on an atom is 3.4 eV/A.